Entry 1:
Molecular formula: C27H24BCo2F3O9
Method: DFT, ωB97M-V with the def2-TZVPD basis set

Last column: Mulliken charge in e.
CARTESIAN COORDINATES (ANGSTROEM)
Co 4.39252 0.25767 3.96570  0.017
Co 3.18044 -0.59993 1.98100  -0.292
F 3.37250 0.01464 -5.17114  -0.271
F 4.33567 0.75483 -3.34075  -0.237
F 4.24898 -1.41779 -3.74627  -0.270
O 4.70562 0.72792 -0.13229  -0.330
O 3.49644 1.72538 6.33819  -0.332
O 6.52797 -0.80406 5.64517  -0.344
O -1.98819 -1.31005 -0.09537  -0.621
O 2.56243 -3.11544 0.60360  -0.380
O 5.50333 -2.26743 2.61035  -0.445
O 5.86169 2.29339 2.45356  -0.331
O -2.81729 0.04014 -1.80538  -0.573
O -0.13374 3.28650 0.71191  -0.391
C 0.77190 -1.34024 -1.46490  -0.506
C -2.62745 -3.27618 -1.19990  -1.626
C 4.09181 0.24260 0.71952  0.010
C 5.23442 1.48974 2.99921  0.180
C -1.44757 3.71262 0.73372  0.517
C -1.21561 2.12862 2.32329  -0.443
C -4.23749 -1.41263 -2.94697  -1.696
C 2.02073 -1.23421 -2.08152  -0.737
C 1.22646 0.60645 -3.43276  -0.756
C 4.72733 -1.39876 2.74023  0.497
C -3.17921 -2.00126 -0.54395  1.255
C -0.28538 -0.47918 -1.84726  0.003
C -2.13957 3.00922 1.70423  -0.701
C 0.73956 1.07119 1.19389  2.138
C 5.68033 -0.38565 4.98320  0.396
C -5.03028 -0.15788 -0.89729  -1.972
C -0.01042 2.24469 1.62259  0.181
C 1.78163 0.55758 2.05425  0.124
C -0.00795 0.53189 -2.78904  -0.823
C -3.95886 -2.32865 0.71549  -1.855
C 2.70505 -2.08764 1.12536  0.223
C 2.24176 0.33551 3.26231  -1.531
C 3.83134 1.15523 5.38875  0.478
C 2.21977 -0.30940 -3.10329  0.142
C -3.87897 -0.92404 -1.54063  1.793
C 3.54757 -0.25110 -3.83509  0.738
C -1.87835 4.59003 -0.34493  -1.319
B -1.72024 -0.60183 -1.26753  1.223
H 1.39494 1.34912 -4.21014  0.409
H -4.99633 -2.20001 -2.93543  0.368
H -5.89984 -0.81081 -0.74879  0.343
H -1.87422 -3.04612 -1.96318  0.226
H -3.34705 -1.76884 -3.49166  0.290
H -3.36042 -2.99740 1.34647  0.472
H -4.63540 -0.55690 -3.51218  0.420
H -2.11832 -3.85211 -0.41633  0.463
H -0.78648 1.24890 -3.04803  0.487
H 1.69635 0.36419 4.20701  0.566
H 2.85774 -1.87116 -1.79352  0.590
H -2.12808 5.59432 0.02094  0.330
H -1.37889 1.39009 3.10363  0.526
H -1.11139 4.72993 -1.11626  0.324
H -2.78509 4.19355 -0.83385  0.286
H -3.41084 -3.89392 -1.63773  0.365
H 0.61583 -2.14647 -0.74126  0.776
H -4.89166 -2.84349 0.45717  0.362
H 1.15881 1.21368 0.18002  0.147
H -3.19245 3.08971 1.93395  0.472
H -4.18247 -1.42327 1.29644  0.339
H -4.72945 0.26326 0.07170  0.285
H -5.32721 0.66820 -1.55395  0.521
H -0.01876 0.23308 1.09570  -0.501

Largest force on an atom, Eh/bohr: 0.067
HOMO energy, eV: -7.61
Gap between HOMO and LUMO, eV: 6.42
Energy relative to the best compared isomer or geometry (same formula, charge and spin), kJ/mol: 0.0
LUMO level, eV: -1.19

Entry 2:
Molecular formula: C27H24BN6O3PPtS
Method: DFT, ωB97M-V with the def2-TZVPD basis set

Last column: Mulliken charge in e.
CARTESIAN COORDINATES (ANGSTROEM)
Pt -0.05280 -1.20793 -0.29826  2.528
S -0.50176 -0.72163 -3.16076  1.351
P -0.09599 1.16296 -0.59226  0.730
O 0.77825 -1.15944 -2.57179  -0.726
O -1.58087 -0.74524 -2.15290  -0.667
O -0.83755 -1.34026 -4.41124  -0.770
N 0.35752 -1.18900 1.92625  -0.394
N 1.17504 -3.79309 1.00857  0.199
N 1.34575 -2.93325 -0.00199  -0.336
N 0.02650 -2.29610 2.61362  0.262
N -1.32479 -3.77226 1.08954  0.110
N -1.52574 -2.88038 0.11173  -0.312
C -3.65892 3.33723 1.35023  -0.562
C -0.10060 1.82975 -2.30588  -0.475
C 3.94871 2.76409 0.94995  -0.552
C -3.21287 -4.33666 0.09892  -1.185
C -1.42789 2.45900 1.51770  0.008
C 2.83708 3.58790 1.04141  -0.838
C -2.59354 2.38026 -0.58125  -0.732
C -2.65559 -3.20054 -0.50332  -0.140
C -2.33055 -4.66522 1.10741  -0.139
C 1.60072 3.14875 0.59061  0.005
C 0.25745 -0.67055 4.09464  -1.438
C -0.04058 -2.00891 3.92212  -0.065
C 3.08439 -4.32713 0.03554  -1.176
C 0.49631 -0.20142 2.80266  -0.365
C -0.02678 2.89762 -4.88840  -0.598
C -2.52420 3.07137 2.10226  -0.975
C 0.07317 3.19815 -2.49992  -0.369
C -0.21397 1.53673 -4.70986  -0.619
C -3.69028 2.98704 0.00808  -0.775
C 2.58947 1.04823 -0.03792  -0.667
C 1.46498 1.87098 0.05329  0.542
C 2.21540 -4.64360 1.06059  -0.155
C 3.82487 1.49575 0.40058  -0.755
C 0.11069 3.72399 -3.78111  -0.835
C 2.48483 -3.23758 -0.60797  -0.255
C -1.44514 2.11907 0.16517  0.569
C -0.25026 1.01851 -3.42793  0.580
B -0.05086 -3.69340 1.93888  -0.014
H 2.26284 -5.41271 1.81341  0.437
H 4.69019 0.85002 0.32363  0.453
H 0.24826 4.78940 -3.91520  0.425
H -0.26961 -2.77480 4.64386  0.459
H -4.58022 3.18280 -0.57590  0.421
H 4.90991 3.10988 1.30785  0.397
H 0.00279 3.31374 -5.88662  0.403
H -4.51765 3.81045 1.80793  0.399
H 2.80200 -2.68132 -1.47528  0.554
H 0.74297 3.80511 0.66456  0.445
H -0.34625 0.85462 -5.53985  0.555
H 2.47931 0.05357 -0.45343  0.238
H -3.00721 -2.61153 -1.33349  0.548
H 0.30326 -0.11526 5.01501  0.420
H -4.12362 -4.84333 -0.16858  0.393
H -2.36009 -5.46550 1.82823  0.445
H -2.49057 3.33240 3.15249  0.436
H -2.62519 2.09972 -1.62735  0.429
H 2.92974 4.57895 1.46766  0.418
H 0.17457 3.85669 -1.64637  0.353
H -0.03465 -4.56332 2.75593  -0.133
H -0.55471 2.25601 2.11881  0.334
H 4.01159 -4.81228 -0.21478  0.402
H 0.82278 0.77290 2.48048  0.771

Largest force on an atom, Eh/bohr: 0.065
HOMO energy (spin up / spin down), eV: -7.79 / -7.84
Gap between HOMO and LUMO (spin up / spin down), eV: 7.18 / 7.18
Energy relative to the best compared isomer or geometry (same formula, charge and spin), kJ/mol: 104.3
LUMO level (spin up / spin down), eV: -0.61 / -0.65

Entry 3:
Molecular formula: C27H24BiBrN9OP
Method: DFT, ωB97M-V with the def2-TZVPD basis set

Last column: Mulliken charge in e.
CARTESIAN COORDINATES (ANGSTROEM)
Bi 0.09771 -0.18312 0.48616  1.437
Br -5.64234 -3.59995 6.27902  -0.155
P 0.11130 2.79653 2.70708  -0.268
O 0.15925 -1.03263 2.44154  -0.412
N 0.07470 4.52815 0.46832  0.132
N 0.05659 2.38605 -0.03699  0.117
N -1.23196 -7.06182 3.91859  -0.550
N -0.31655 -6.56530 3.25377  -0.324
N -0.02450 -2.68596 0.33966  -0.618
N -1.64001 0.79720 1.68340  -0.088
N 2.53883 1.66763 3.52168  0.190
N 1.87215 0.84088 1.61108  -0.160
N -2.27329 1.63091 3.60008  0.205
C -3.23866 0.74319 3.21147  -0.228
C 0.07173 -2.35492 2.67437  0.089
C 0.07169 3.26651 0.95383  -0.136
C 0.09557 -2.88348 3.93758  -0.802
C -0.04080 -3.24772 1.57848  1.102
C -0.22071 -5.12913 3.09280  0.113
C -2.30995 2.42041 4.83610  -0.757
C -0.15768 -4.63307 1.76747  0.488
C 0.04887 3.10565 -1.19808  -0.913
C -0.05811 -4.27176 4.14102  -0.582
C -4.12255 -4.71937 4.16057  -0.710
C -0.22487 -5.44029 0.60902  -0.537
C -0.09650 -3.46372 -0.72409  -0.267
C 2.60208 2.45815 4.75586  -0.760
C 0.09036 5.77731 1.23292  -0.761
C -3.51538 -5.48061 6.37111  -0.425
C 1.54985 1.66878 2.60621  0.319
C 3.08362 0.27988 1.91812  -0.807
C -0.18898 -4.85996 -0.63158  -0.868
C -1.30454 1.63717 2.66286  0.300
C -2.51774 -6.27238 5.81786  -0.306
C 3.50572 0.79566 3.10334  -0.200
C -2.28467 -6.22541 4.45489  -0.028
C 0.05924 4.43744 -0.89360  -0.216
C -3.10442 -5.48398 3.61746  0.104
C -4.29695 -4.69778 5.53744  0.076
C -2.83863 0.22558 2.01897  -0.827
H -2.96386 -5.51957 2.54436  0.492
H -0.08060 -2.98051 -1.69514  0.439
H 0.03445 2.64397 -2.17054  0.473
H -0.22869 -5.45290 -1.53345  0.422
H 3.57602 -0.43154 1.27764  0.486
H -3.69072 -5.48763 7.43756  0.443
H -0.06417 -4.65902 5.15120  0.502
H -2.43650 3.47471 4.60337  0.334
H 4.41144 0.63999 3.66311  0.475
H 2.68960 3.51554 4.51915  0.334
H -3.33328 -0.49985 1.39637  0.500
H -1.39484 2.26650 5.40131  0.293
H -4.12469 0.57283 3.79818  0.500
H -4.78454 -4.15257 3.52089  0.471
H 1.71524 2.27903 5.35764  0.296
H -1.90932 -6.91137 6.44460  0.473
H 3.47774 2.13947 5.31261  0.327
H 0.21224 -2.22293 4.78648  0.474
H -0.78826 5.83816 1.87036  0.318
H 0.99601 5.84061 1.83126  0.315
H 0.05559 5.31196 -1.52054  0.448
H -0.29313 -6.51534 0.71788  0.569
H -3.15264 2.07648 5.42757  0.327
H 0.07375 6.60218 0.52753  0.323

Largest force on an atom, Eh/bohr: 0.008
Net charge: +2
HOMO energy, eV: -12.33
Gap between HOMO and LUMO, eV: 6.13
LUMO level, eV: -6.19

Entry 4:
Molecular formula: C27H24CeN12O2S2
Method: DFT, ωB97M-V with the def2-TZVPD basis set

Last column: Mulliken charge in e.
CARTESIAN COORDINATES (ANGSTROEM)
Ce -0.07004 0.10773 -0.00981  0.391
S -0.13449 0.51358 -4.98706  -0.063
S 0.35480 5.07465 -0.56206  -0.049
O -5.98923 5.15256 0.00541  -0.436
O -7.51220 3.55772 -0.01956  -0.463
N 0.01128 -1.68563 -3.45933  -0.275
N 0.28633 2.50479 -0.43675  0.281
N 1.55991 0.06030 6.24154  -0.246
N 2.35654 -0.05985 0.44984  0.286
N 0.32125 3.57189 1.67232  -0.246
N -2.57350 -0.42913 -0.01166  0.423
N 0.16784 0.44669 -2.42616  0.403
N 0.40389 0.12759 2.39856  0.171
N -0.13889 0.19344 4.72047  -0.649
N -0.58274 -2.33332 -0.05742  0.390
N 2.12785 0.01331 4.01708  -0.639
N -1.79562 0.31132 3.19158  -0.093
C -2.25268 -4.05482 -0.01600  -0.755
C 0.35836 -3.28781 -0.01558  -0.114
C -3.06107 1.91286 0.04695  0.917
C -1.26375 -5.03463 0.03078  -0.600
C 3.30441 -0.08837 -0.50528  -0.099
C -0.03678 2.00148 -4.12864  -0.465
C -5.77905 1.48313 -0.05054  -1.182
C -4.92863 0.39752 -0.05679  -1.108
C 0.04080 -0.34025 -3.50280  0.276
C 4.09854 -0.03616 2.09679  -0.554
C 5.06582 -0.06996 1.09928  -0.653
C 0.24804 2.84881 -1.79676  -0.026
C 4.65716 -0.09015 -0.22698  -0.949
C -3.54853 0.60519 -0.01366  1.071
C -3.91850 2.99968 0.04325  -1.264
C -6.36643 3.87661 -0.00849  0.561
C -2.89622 -1.67263 -0.08932  0.053
C 1.71732 0.03495 2.79588  -0.053
C 0.27229 4.17735 -2.03074  -0.618
C 0.33987 3.59942 0.32738  0.353
C 0.13238 1.80145 -2.80502  0.035
C 1.17127 0.08890 4.99312  0.224
C -0.48640 0.19763 3.46236  0.645
C -1.88391 -2.72020 -0.05635  0.172
C -5.29295 2.79116 -0.00676  0.744
C 0.06633 -4.64147 0.02929  -0.989
C 2.76122 -0.02439 1.74128  1.065
H 2.53868 -0.03011 6.47524  0.275
H 2.95434 -0.10984 -1.53153  0.504
H -1.53231 -6.08323 0.06760  0.508
H 5.37719 -0.10819 -1.03391  0.513
H 0.86433 -5.37129 0.06141  0.506
H -6.85291 1.34554 -0.07945  0.532
H -5.35914 -0.59416 -0.09265  0.413
H -3.49653 3.99596 0.08466  0.296
H 0.48588 4.42805 2.18381  0.298
H -0.00640 -2.19163 -4.33485  0.297
H 0.40959 -2.17533 -2.67795  0.067
H -1.98304 2.07509 0.09343  -0.294
H -3.92911 -1.99899 -0.16756  0.331
H 4.35814 -0.01508 3.14482  0.629
H 1.39125 -2.95053 -0.01540  0.583
H 0.53852 2.71526 2.15227  -0.036
H -5.04325 5.31501 0.00696  0.272
H -2.16996 0.28777 2.26244  -0.106
H -0.11701 2.93733 -4.65969  0.440
H 0.25948 4.69417 -2.97785  0.451
H -3.30060 -4.32786 -0.01722  0.559
H -2.43386 0.34705 3.97509  0.292
H 0.87346 0.12028 6.98254  0.291
H 6.11760 -0.07835 1.35576  0.506

Largest force on an atom, Eh/bohr: 0.019
Net charge: +4
HOMO energy (spin up / spin down), eV: -18.76 / -18.76
Gap between HOMO and LUMO (spin up / spin down), eV: 4.22 / 4.22
Energy relative to the best compared isomer or geometry (same formula, charge and spin), kJ/mol: 76.5
LUMO level (spin up / spin down), eV: -14.54 / -14.54